# 1
DFT (wB97M-V/def2-TZVPD) results for a cluster of 2 separate species, C5H13NOS in total.

Calculated values
E_HOMO (eV): -9.096
HOMO-LUMO gap (eV): 9.8
SMILES: CCC=O.NCCS
Energy above the lowest of the compared OMol25 structures with the same formula, charge and spin (kJ/mol): 101.0

Geometry (Å):
C: 1.633 1.297 2.799
C: 2.206 0.939 1.432
C: 1.526 1.690 0.321
O: 2.093 2.171 -0.624
H: 1.797 2.346 3.055
H: 2.105 0.710 3.586
H: 0.557 1.118 2.845
H: 3.276 1.127 1.377
H: 2.044 -0.129 1.253
H: 0.423 1.792 0.402
N: -0.997 -2.143 1.265
C: -0.961 -1.127 0.215
C: -1.686 -1.642 -1.017
S: -1.688 -0.333 -2.281
H: -0.380 -2.915 1.037
H: -0.664 -1.770 2.147
H: 0.056 -0.830 -0.068
H: -1.468 -0.234 0.588
H: -1.174 -2.525 -1.400
H: -2.705 -1.904 -0.745
H: -2.396 -1.011 -3.194

The computed natural (NBO) charges, all in e, follow:
1 C -0.6064
2 C -0.5153
3 C 0.4424
4 O -0.5102
5 H 0.2127
6 H 0.2186
7 H 0.2040
8 H 0.2288
9 H 0.2236
10 H 0.1002
11 N -0.8302
12 C -0.2288
13 C -0.5094
14 S -0.0505
15 H 0.3523
16 H 0.3590
17 H 0.1632
18 H 0.1929
19 H 0.2056
20 H 0.2205
21 H 0.1268

=====

# 2
DFT (wB97M-V/def2-TZVPD) results for an isolated molecule of C4H4S.

Calculated values
E_HOMO (eV): -8.912
HOMO-LUMO gap (eV): 8.0
SMILES: S=CC1=CC1
Energy above the lowest of the compared OMol25 structures with the same formula, charge and spin (kJ/mol): 377.9

Geometry (Å):
S: 0.973 2.846 -1.396
C: 0.386 1.337 -1.625
C: 0.046 0.416 -0.597
C: -0.688 -0.415 0.108
C: 0.575 -0.382 0.881
H: 0.129 0.973 -2.544
H: -1.705 -0.653 0.009
H: 0.937 0.251 1.700
H: 1.256 -1.185 0.610

The computed natural (NBO) charges, all in e, follow:
1 S 0.0530
2 C -0.2996
3 C -0.0244
4 C -0.1895
5 C -0.3711
6 H 0.2031
7 H 0.2167
8 H 0.2170
9 H 0.1948

=====

# 3
DFT (wB97M-V/def2-TZVPD) results for a structure of composition C28H27CrN3O2S2Te.

Calculated values
E_HOMO (alpha / beta) (eV): -4.039 / -4.164
HOMO-LUMO gap (alpha / beta) (eV): 6.6 / 6.8
Energy above the lowest of the compared OMol25 structures with the same formula, charge and spin (kJ/mol): 65.3
<S²>: 3.8411
Total charge: -1
Multiplicity: 4

Geometry (Å):
Cr: -0.143 0.158 -0.698
C: -2.836 -1.665 -2.611
N: -2.257 -1.855 -1.282
C: -1.472 -3.060 -1.192
C: -0.594 -3.029 0.035
N: 0.534 -2.070 -0.099
C: 1.442 -2.569 -1.166
C: 1.203 -1.975 1.192
C: 2.126 -2.943 1.567
C: 2.752 -2.885 2.805
C: 2.433 -1.849 3.674
C: 1.496 -0.894 3.303
C: 0.856 -0.941 2.062
S: -0.410 0.211 1.631
C: -3.219 -1.642 -0.250
C: -3.902 -2.695 0.350
C: -4.858 -2.461 1.331
C: -5.130 -1.152 1.706
C: -4.440 -0.102 1.111
C: -3.472 -0.317 0.127
S: -2.575 1.010 -0.594
H: -3.530 -2.485 -2.854
H: -2.039 -1.628 -3.352
H: -3.373 -0.718 -2.634
H: -0.853 -3.095 -2.089
H: -2.075 -3.981 -1.202
H: -0.186 -4.030 0.213
H: -1.166 -2.738 0.917
H: 1.452 -3.665 -1.182
H: 2.446 -2.201 -0.997
H: 1.101 -2.210 -2.136
H: 2.378 -3.740 0.877
H: 3.487 -3.632 3.080
H: 2.920 -1.778 4.640
H: 1.247 -0.080 3.976
H: -3.687 -3.715 0.052
H: -5.378 -3.291 1.794
H: -5.864 -0.946 2.476
H: -4.622 0.918 1.425
O: -0.092 0.687 -4.672
C: -0.063 0.738 -3.461
O: 0.016 -0.254 -2.630
C: -0.129 2.098 -2.769
C: -0.143 3.290 -3.457
C: -0.171 4.468 -2.731
C: -0.197 4.420 -1.346
C: -0.198 3.183 -0.723
N: -0.152 2.062 -1.440
H: -0.126 3.253 -4.538
H: -0.173 5.424 -3.242
H: -0.215 5.317 -0.744
H: -0.228 3.068 0.352
Te: 2.555 0.595 -0.783
C: 3.083 2.167 0.520
C: 4.277 2.841 0.246
C: 4.710 3.886 1.053
C: 3.955 4.290 2.149
C: 2.768 3.625 2.430
C: 2.334 2.570 1.629
H: 4.874 2.549 -0.612
H: 5.642 4.390 0.821
H: 4.289 5.108 2.775
H: 2.171 3.919 3.287
H: 1.419 2.046 1.878

The computed natural (NBO) charges, all in e, follow:
1 Cr 1.0087
2 C -0.4018
3 N -0.4894
4 C -0.2104
5 C -0.2205
6 N -0.5104
7 C -0.4361
8 C 0.2307
9 C -0.2566
10 C -0.2390
11 C -0.2139
12 C -0.2155
13 C -0.1931
14 S -0.2667
15 C 0.2046
16 C -0.2644
17 C -0.2427
18 C -0.2266
19 C -0.2088
20 C -0.1807
21 S -0.2940
22 H 0.1583
23 H 0.2164
24 H 0.2273
25 H 0.2131
26 H 0.1676
27 H 0.1824
28 H 0.2319
29 H 0.1754
30 H 0.2359
31 H 0.2377
32 H 0.2067
33 H 0.2022
34 H 0.2029
35 H 0.2149
36 H 0.1993
37 H 0.1989
38 H 0.2001
39 H 0.2128
40 O -0.6328
41 C 0.7693
42 O -0.8090
43 C 0.1028
44 C -0.2042
45 C -0.1579
46 C -0.2399
47 C 0.0804
48 N -0.4775
49 H 0.2447
50 H 0.2117
51 H 0.2213
52 H 0.2308
53 Te -0.0436
54 C -0.2406
55 C -0.2497
56 C -0.2169
57 C -0.2533
58 C -0.2180
59 C -0.2064
60 H 0.2108
61 H 0.1988
62 H 0.1988
63 H 0.2001
64 H 0.2230

=====

# 4
DFT (wB97M-V/def2-TZVPD) results for a structure of composition C22H35ClO2P2V.

Calculated values
E_HOMO (alpha / beta) (eV): -13.556 / -13.537
HOMO-LUMO gap (alpha / beta) (eV): 5.9 / 5.8
<S²>: 0.8204
Total charge: +2
Multiplicity: 2

Geometry (Å):
P: -0.308 -1.662 -5.172
P: 0.152 2.158 -4.959
C: -0.481 -0.383 -6.516
C: 0.326 0.931 -6.369
H: -1.559 -0.179 -6.649
H: -0.157 -0.890 -7.443
H: 1.406 0.732 -6.499
H: 0.026 1.550 -7.237
C: -1.459 2.853 -5.367
H: -1.857 3.535 -4.599
H: -2.193 2.055 -5.545
H: -1.294 3.409 -6.299
C: 1.394 3.429 -5.345
H: 1.065 3.978 -6.242
H: 2.357 2.925 -5.542
H: 1.548 4.143 -4.510
C: -1.354 -3.056 -5.712
H: -1.359 -3.808 -4.907
H: -0.934 -3.493 -6.633
H: -2.383 -2.710 -5.884
C: 1.368 -2.304 -5.544
H: 2.097 -1.494 -5.641
H: 1.328 -2.874 -6.480
H: 1.694 -2.955 -4.719
V: -0.166 0.029 -0.895
C: 0.373 2.093 -3.127
C: -0.872 1.575 -2.457
C: -1.646 0.569 -3.224
C: -1.950 -0.737 -2.491
C: -0.738 -1.620 -2.454
C: 0.624 -1.340 -2.680
C: 1.404 -0.214 -3.294
C: 1.506 1.168 -2.619
C: 0.685 -1.646 0.162
H: 0.610 3.137 -2.841
H: -1.448 2.337 -1.914
H: -1.105 0.290 -4.167
H: -2.588 1.008 -3.586
H: -2.373 -0.549 -1.483
H: -2.749 -1.258 -3.027
H: -0.942 -2.618 -2.053
H: 1.287 -2.196 -2.480
H: 1.085 -0.024 -4.340
H: 2.447 -0.578 -3.413
H: 1.495 1.107 -1.501
H: 2.490 1.594 -2.883
H: 1.523 -1.304 0.788
H: 0.953 -2.561 -0.380
H: -0.177 -1.844 0.828
Cl: -0.246 2.893 6.857
C: -0.291 2.565 5.182
C: -1.478 2.077 4.614
C: -1.489 1.733 3.265
C: -0.330 1.887 2.512
C: 0.847 2.402 3.058
C: 0.870 2.735 4.409
C: -0.291 1.294 1.150
O: -1.318 0.659 0.666
O: 0.808 1.349 0.494
H: -2.361 1.935 5.230
H: -2.374 1.317 2.790
H: 1.735 2.501 2.437
H: 1.782 3.093 4.887

The computed natural (NBO) charges, all in e, follow:
1 P 0.8134
2 P 1.5254
3 C -0.7321
4 C -0.7083
5 H 0.2438
6 H 0.2584
7 H 0.2571
8 H 0.2843
9 C -0.9778
10 H 0.2792
11 H 0.2669
12 H 0.2754
13 C -0.9668
14 H 0.2743
15 H 0.2678
16 H 0.2731
17 C -0.9407
18 H 0.2509
19 H 0.2416
20 H 0.2517
21 C -0.9502
22 H 0.2288
23 H 0.2542
24 H 0.2441
25 V 1.3780
26 C -0.5188
27 C -0.4478
28 C -0.4830
29 C -0.5192
30 C -0.1236
31 C -0.1933
32 C -0.4672
33 C -0.3931
34 C -0.8731
35 H 0.2817
36 H 0.2557
37 H 0.2321
38 H 0.2437
39 H 0.2805
40 H 0.3061
41 H 0.2608
42 H 0.2555
43 H 0.2377
44 H 0.2626
45 H 0.2338
46 H 0.2625
47 H 0.2421
48 H 0.2157
49 H 0.2359
50 Cl 0.0904
51 C 0.0039
52 C -0.2265
53 C -0.1303
54 C -0.2191
55 C -0.1352
56 C -0.2171
57 C 0.7962
58 O -0.6688
59 O -0.6544
60 H 0.2503
61 H 0.2399
62 H 0.2416
63 H 0.2492